(1)
This record from the OMol25 dataset describes a cluster of 2 separate species, C3H9NO2 in total in a non-equilibrium geometry. The level of theory is ωB97M-V/def2-TZVPD.

As for the multiplicity: 2. The net charge is -1. As for the HOMO-LUMO gap (alpha / beta): 2.005 / 9.737 eV. The relative energy (zero: lowest compared OMol25 entry of this formula, charge and spin) comes out at 0.810 eV.

Last column: Löwdin charge in e.
Positions of all 15 atoms, in Å:
C1 0.27 1.02 -0.76  -0.470
N1 0.88 -0.19 -0.77  0.006
C2 1.45 -0.80 0.43  -0.482
C3 2.41 0.09 1.20  -0.261
O1 -0.14 1.58 -1.76  -0.019
H1 0.11 1.39 0.26  0.104
H2 1.04 -0.56 -1.68  0.096
H3 2.06 -1.65 0.08  0.045
H4 0.65 -1.21 1.05  0.042
H5 2.69 -0.20 2.20  0.021
H6 2.01 1.10 1.30  0.041
H7 3.35 0.23 0.65  0.045
H8 -5.91 0.46 -0.56  0.010
H9 -5.56 -1.06 -0.65  0.007
O2 -5.32 -0.18 -0.98  -0.185



(2)
This record from the OMol25 dataset describes a cluster of 2 separate species, C5H10 in total in a non-equilibrium geometry. The level of theory is ωB97M-V/def2-TZVPD.

The net charge is 0. As for the HOMO-LUMO gap: 4.484 eV. The relative energy (zero: lowest compared OMol25 entry of this formula, charge and spin) comes out at 7.311 eV.

Last column: Löwdin charge in e.
Positions of all 15 atoms, in Å:
C1 0.56 -0.33 1.60  -0.115
C2 -0.41 0.31 0.62  -0.276
C3 -0.25 -0.05 -0.85  -0.433
C4 1.11 -0.15 -1.18  0.018
C5 -1.30 -0.41 -1.63  0.131
H1 0.11 -0.39 2.58  0.068
H2 0.93 -1.20 1.08  0.075
H3 1.54 0.18 1.77  0.085
H4 -1.42 -0.10 0.94  0.120
H5 -0.46 1.55 0.74  -0.041
H6 1.37 -0.24 -2.25  0.045
H7 1.97 -0.25 -0.54  0.023
H8 -0.30 2.48 0.91  0.145
H9 -1.12 -1.04 -2.50  0.081
H10 -2.33 -0.37 -1.29  0.073



(3)
This record from the OMol25 dataset describes a cluster of 3 separate species, C6H12O in total in a non-equilibrium geometry. The level of theory is ωB97M-V/def2-TZVPD.

The net charge is 0. As for the HOMO-LUMO gap: 10.571 eV. The relative energy (zero: lowest compared OMol25 entry of this formula, charge and spin) comes out at 3.669 eV.

Last column: Löwdin charge in e.
Positions of all 19 atoms, in Å:
C1 -2.46 -0.76 0.41  -0.093
C2 -1.09 -0.80 -0.30  -0.225
C3 -0.05 0.13 0.22  -0.427
C4 1.30 -0.23 -0.31  -0.229
C5 2.48 0.47 0.41  -0.090
C6 -0.28 1.49 -0.40  -0.267
O1 -0.34 2.52 0.22  0.065
H1 -2.99 -1.69 0.20  0.065
H2 -2.34 -0.67 1.50  0.074
H3 -3.13 0.06 0.10  0.084
H4 -0.16 -1.96 -0.33  0.157
H5 -1.21 -0.72 -1.39  0.101
H6 -0.07 0.21 1.32  0.158
H7 1.36 -0.09 -1.39  0.103
H8 1.01 -1.67 -0.34  0.157
H9 3.41 0.08 0.01  0.066
H10 2.44 0.28 1.49  0.075
H11 2.52 1.57 0.30  0.086
H12 -0.36 1.45 -1.51  0.141



(4)
This record from the OMol25 dataset describes a structure of composition C18H24N2O4S in a non-equilibrium geometry. The level of theory is ωB97M-V/def2-TZVPD.

The net charge is 0. As for the HOMO-LUMO gap: 6.712 eV. The relative energy (zero: lowest compared OMol25 entry of this formula, charge and spin) comes out at 17.580 eV.

Last column: Löwdin charge in e.
Positions of all 49 atoms, in Å:
C1 -4.27 -1.98 -5.99  -0.063
H1 -5.34 -1.69 -6.37  0.114
H2 -3.59 -1.29 -6.69  0.112
H3 -4.04 -2.89 -6.36  0.031
C2 -4.11 -1.57 -4.52  -0.284
C3 -5.06 -2.65 -3.65  -0.006
H4 -4.96 -2.63 -2.47  0.113
H5 -4.80 -3.64 -4.11  0.082
H6 -5.95 -2.32 -4.02  0.009
O1 -2.79 -2.18 -4.08  -0.247
C4 -1.53 -1.42 -4.36  -0.209
C5 -0.23 -1.78 -3.73  -0.132
H7 0.26 -0.84 -3.78  0.115
H8 -0.03 -2.77 -4.30  0.171
C6 -0.55 -2.13 -2.31  -0.177
N1 -1.21 -1.26 -1.32  0.123
C7 -0.62 -0.22 -0.72  -0.460
O2 0.71 -0.36 -0.64  -0.026
C8 -1.23 0.73 -0.24  -0.120
C9 -2.49 1.07 -0.50  -0.007
C10 -3.19 2.22 0.06  0.009
C11 -2.68 2.56 1.39  -0.072
C12 -1.47 2.23 1.73  -0.102
C13 -0.73 1.25 1.20  0.005
N2 0.72 1.12 1.31  0.165
C14 1.11 1.38 2.59  -0.146
O3 0.55 2.20 3.63  -0.132
C15 2.62 0.76 2.65  -0.278
C16 3.24 1.05 3.99  -0.392
S1 4.83 0.58 4.14  0.850
C17 5.33 0.03 2.32  -0.318
C18 4.10 -0.59 1.82  -0.341
O4 2.93 0.07 1.64  -0.017
H9 4.21 -1.02 0.93  0.088
H10 3.78 -1.47 2.60  0.191
H11 6.23 -0.73 2.35  0.130
H12 5.49 1.07 1.67  0.152
H13 2.74 1.44 4.81  0.043
H14 1.08 0.43 0.86  -0.005
H15 -1.01 2.67 2.72  0.144
H16 -3.51 3.35 1.84  0.172
H17 -4.15 2.25 -0.11  0.033
H18 -2.85 0.79 -1.39  0.068
H19 -2.27 -1.05 -1.38  0.165
H20 -1.10 -3.08 -2.20  0.140
H21 0.24 -2.45 -1.90  0.036
H22 -2.09 -0.29 -3.89  0.174
H23 -1.75 -1.12 -5.42  0.105
H24 -4.10 -0.73 -4.30  -0.005



(5)
This record from the OMol25 dataset describes the molecule C5H6O2. The level of theory is ωB97M-V/def2-TZVPD.

The net charge is 0. As for the HOMO-LUMO gap (alpha / beta): 7.043 / 7.043 eV. The relative energy (zero: lowest compared OMol25 entry of this formula, charge and spin) comes out at 4.260 eV.

Last column: Löwdin charge in e.
Positions of all 13 atoms, in Å:
O1 -1.19 -0.93 1.52  0.088
C1 -1.75 0.07 0.91  -0.148
C2 -1.39 0.77 -0.24  -0.172
C3 -0.29 0.86 -1.10  -0.006
C4 1.12 0.41 -0.86  -0.227
C5 1.67 -0.83 -0.19  -0.196
O2 1.09 -1.62 0.54  0.040
H1 -0.35 -1.22 1.06  0.061
H2 -2.68 0.36 1.40  0.127
H3 -2.21 1.43 -0.53  0.072
H4 1.54 1.26 -0.28  0.138
H5 1.69 0.46 -1.80  0.096
H6 2.74 -1.03 -0.42  0.127



(6)
This record from the OMol25 dataset describes a structure of composition C16H21N3O2 in a non-equilibrium geometry. The level of theory is ωB97M-V/def2-TZVPD.

The net charge is 0. As for the HOMO-LUMO gap: 8.698 eV. The relative energy (zero: lowest compared OMol25 entry of this formula, charge and spin) comes out at 17.559 eV.

Last column: Löwdin charge in e.
Positions of all 42 atoms, in Å:
C1 2.89 -0.18 2.79  0.052
C2 1.57 0.28 3.02  -0.281
C3 1.33 1.46 3.63  -0.059
C4 0.20 2.01 3.99  -0.094
C5 -0.73 1.20 3.69  -0.227
C6 -0.77 0.09 3.20  -0.188
C7 0.50 -0.26 2.93  -0.070
O1 0.71 -1.84 2.32  -0.073
C8 0.15 -2.13 1.10  -0.221
H1 -0.90 -2.28 1.07  0.075
C9 0.13 -1.01 0.08  -0.430
O2 0.99 -0.10 0.26  0.052
N1 -0.19 -1.23 -1.19  0.132
C10 -0.58 -0.43 -2.31  -0.220
C11 0.53 0.24 -2.95  -0.060
N2 -0.18 0.97 -3.97  -0.266
N3 -1.31 0.55 -4.19  0.083
C12 -1.63 -0.25 -3.06  -0.189
C13 -3.04 -1.11 -2.95  0.040
H2 -2.94 -2.01 -2.84  -0.061
H3 -3.31 -0.81 -1.84  0.105
H4 -3.79 -0.60 -3.49  0.051
C14 0.25 1.72 -5.02  -0.063
H5 -0.51 2.00 -5.72  0.074
H6 1.21 0.99 -5.50  0.183
H7 0.61 2.67 -4.70  0.069
C15 2.05 0.72 -2.69  0.018
H8 2.40 -0.18 -3.15  0.075
H9 2.16 1.75 -2.93  0.061
H10 2.05 0.68 -1.61  0.037
H11 -1.11 -2.09 -1.12  0.250
H12 0.75 -3.03 0.74  0.168
C16 -2.13 -0.79 2.88  0.036
H13 -2.28 -0.66 1.87  0.021
H14 -1.85 -1.82 3.14  0.069
H15 -3.09 -0.49 3.53  0.126
H16 -1.87 1.48 3.95  0.170
H17 -0.07 3.22 4.54  0.223
H18 2.26 2.09 4.05  0.169
H19 3.58 0.43 3.34  0.111
H20 3.05 -1.08 3.18  0.071
H21 2.88 -0.16 1.92  -0.020



(7)
This record from the OMol25 dataset describes a cluster of 2 separate species, CH6N in total in a non-equilibrium geometry. The level of theory is ωB97M-V/def2-TZVPD.

The net charge is +1. As for the HOMO-LUMO gap: 10.255 eV. The relative energy (zero: lowest compared OMol25 entry of this formula, charge and spin) comes out at 2.933 eV.

Last column: Löwdin charge in e.
Positions of all 8 atoms, in Å:
C1 -1.10 0.53 0.22  0.354
N1 1.07 -0.36 -0.24  0.155
H1 -1.61 -0.29 -0.23  0.043
H2 -1.04 0.28 1.40  0.133
H3 -0.91 1.46 -0.21  0.034
H4 1.26 -0.86 0.61  0.077
H5 1.75 0.26 -0.66  0.091
H6 0.57 -1.02 -0.89  0.114



(8)
This record from the OMol25 dataset describes a structure of composition C10H27CaNO6 in a non-equilibrium geometry. The level of theory is ωB97M-V/def2-TZVPD.

As for the multiplicity: 2. The net charge is -3. As for the HOMO-LUMO gap (alpha / beta): 2.046 / 4.488 eV.

Last column: Löwdin charge in e.
Positions of all 45 atoms, in Å:
Ca1 -0.98 0.72 -0.76  1.347
C1 -3.02 1.29 -3.28  -0.412
O1 -2.94 1.71 -1.94  -0.486
H1 -2.47 0.37 -3.50  0.020
H2 -4.01 0.89 -3.50  0.005
H3 -2.98 2.13 -3.97  0.025
C2 1.36 1.86 -3.08  -0.396
O2 0.63 1.87 -1.88  -0.478
H4 1.17 2.60 -3.85  0.021
H5 2.40 2.03 -2.80  0.026
H6 1.43 1.04 -3.80  0.016
C3 -2.79 -2.24 0.43  -0.396
O3 -2.54 -1.04 -0.25  -0.482
H7 -3.85 -2.47 0.34  0.029
H8 -2.02 -2.93 0.08  0.027
H9 -2.68 -2.13 1.51  0.020
C4 -1.36 2.90 2.07  -0.389
O4 -1.27 2.71 0.67  -0.489
H10 -2.39 3.04 2.40  0.010
H11 -1.33 1.90 2.50  0.017
H12 -0.79 3.72 2.51  0.030
C5 -0.22 -1.97 -2.93  -0.125
O5 0.00 -1.21 -1.80  -0.288
C6 0.98 -1.74 -0.90  -0.211
C7 1.60 -0.77 0.07  -0.235
N1 0.74 0.09 0.85  -0.098
C8 0.24 -0.57 2.06  -0.200
C9 1.38 -0.71 3.05  -0.268
O6 1.86 0.65 3.26  -0.247
C10 3.22 0.59 3.73  -0.524
H13 -0.68 -1.45 -3.77  0.085
H14 -0.79 -2.85 -2.64  0.086
H15 0.72 -2.34 -3.36  0.072
H16 1.89 -2.16 -1.32  0.118
H17 0.41 -2.42 -0.25  0.112
H18 2.17 -0.11 -0.59  0.121
H19 2.36 -1.32 0.62  0.098
H20 1.25 0.81 1.34  0.110
H21 -0.21 -1.53 1.81  0.105
H22 -0.54 -0.12 2.66  0.109
H23 2.12 -1.46 2.77  0.072
H24 1.03 -1.12 3.99  0.095
H25 3.39 -0.08 4.58  -0.040
H26 3.65 1.56 3.98  -0.005
H27 3.85 0.29 2.89  -0.007



no.,E_tot (eV)
1,-8840.607
2,-5339.955
3,-8460.685
4,-41045.211
5,-9372.835
6,-25482.880
7,-2614.491
8,-43011.940